Molecular formula: C5H6O3
Method: DFT, wB97M-V/def2-TZVPD

The SMILES is C[C@]12OC(=O)C[C@H]1O2. Its total charge is 0. The gap between HOMO and LUMO is 11.46 eV. The value obtained for the HOMO energy is -10.71 eV.

Last column: Löwdin charge in e.
Atoms and positions in Å:
O (-0.973, 0.447, -3.386)  0.172
H (0.372, 2.303, -1.470)  0.164
H (1.982, -1.503, -0.066)  0.093
H (-1.381, 2.164, -1.356)  0.119
C (-0.124, 0.904, 0.064)  -0.169
O (-0.412, -0.729, -1.652)  0.118
H (0.522, -2.584, -0.311)  0.080
O (-1.158, -0.015, 0.469)  0.049
C (0.893, -1.670, 0.184)  0.036
H (0.732, -1.729, 1.347)  0.121
C (-0.652, 0.441, -2.262)  -0.489
C (-0.042, -0.510, -0.331)  -0.438
H (0.587, 1.314, 0.761)  0.149
C (-0.502, 1.567, -1.273)  -0.004

=====

Molecular formula: C5H6O3
Method: DFT, wB97M-V/def2-TZVPD

The SMILES is CO/C=C/C(=O)C=O. Its total charge is 0. The gap between HOMO and LUMO is 9.15 eV. The value obtained for the HOMO energy is -9.57 eV.

Last column: Löwdin charge in e.
Atoms and positions in Å:
O (-1.632, -0.715, -0.018)  -0.106
H (-2.714, 0.907, 0.905)  0.102
H (-3.571, -0.390, 0.031)  0.100
H (-2.662, 0.897, -0.887)  0.102
C (2.060, -0.638, -0.026)  -0.405
O (1.703, 1.828, 0.000)  0.042
O (2.999, -1.379, 0.016)  0.092
H (3.569, 0.932, 0.034)  0.128
H (0.504, -2.140, 0.076)  0.128
C (2.461, 0.862, -0.004)  -0.127
C (-2.661, 0.242, 0.014)  -0.096
H (-0.356, 0.888, -0.109)  0.136
C (0.679, -1.071, -0.033)  0.014
C (-0.381, -0.223, 0.001)  -0.108

=====

Molecular formula: C5H6O3
Method: DFT, wB97M-V/def2-TZVPD

Its total charge is 0. The gap between HOMO and LUMO is 9.90 eV. The value obtained for the HOMO energy is -9.68 eV.

Last column: Löwdin charge in e.
Atoms and positions in Å:
C (-0.234, 1.093, -0.281)  -0.202
C (-0.429, -0.318, -1.086)  -0.118
H (0.597, -1.680, 1.425)  0.148
C (0.977, -0.893, 0.586)  -0.098
O (0.778, -1.163, -0.882)  -0.076
C (-1.454, -0.394, -0.021)  -0.230
H (1.590, 0.643, -0.818)  0.177
H (-0.416, 0.313, 1.869)  0.094
C (-0.361, 0.032, 0.924)  -0.073
H (-0.850, 1.885, -0.596)  0.152
O (-2.730, -0.023, -0.059)  0.000
O (1.101, 1.365, -0.195)  -0.071
H (-0.536, -0.379, -2.071)  0.116
H (1.967, -0.481, 1.206)  0.180

=====

Molecular formula: C5H6O4
Method: DFT, wB97M-V/def2-TZVPD

Its total charge is 0. The gap between HOMO and LUMO is 10.36 eV. The value obtained for the HOMO energy is -9.66 eV.

Last column: Löwdin charge in e.
Atoms and positions in Å:
C (1.509, 0.310, -0.208)  -0.512
H (2.553, 0.493, -2.075)  0.093
O (-3.936, 3.597, -0.203)  0.219
C (-3.851, 2.584, -0.727)  -0.487
H (2.739, -0.274, 1.295)  0.110
C (-1.909, 1.003, 0.833)  0.021
O (-3.778, 1.578, -1.266)  0.188
O (0.833, 0.782, 0.683)  0.005
C (1.500, 0.613, -1.699)  -0.014
O (-2.394, 0.238, 1.509)  0.070
H (0.994, 1.593, -1.830)  0.094
H (2.250, -1.728, 0.543)  0.105
C (2.555, -0.678, 0.244)  -0.035
H (3.318, -0.644, -0.503)  0.051
H (0.792, -0.145, -2.041)  0.092

=====

Molecular formula: C5H6O4
Method: DFT, wB97M-V/def2-TZVPD

The SMILES is O=C=C/C=C/O.O=CO. Its total charge is 0. The gap between HOMO and LUMO is 8.88 eV. The value obtained for the HOMO energy is -8.39 eV.

Last column: Löwdin charge in e.
Atoms and positions in Å:
C (-0.189, 2.049, 0.222)  -0.463
C (-1.408, -0.120, -0.399)  -0.216
C (1.128, -1.578, -0.655)  -0.158
H (-1.608, -1.162, 1.338)  0.133
C (0.388, -1.580, 0.475)  -0.094
H (-0.270, 1.333, 1.075)  0.139
O (2.410, -2.132, -0.691)  -0.012
H (0.638, -1.495, -1.614)  0.125
H (2.953, -1.834, 0.047)  0.095
H (0.976, -1.410, 1.371)  0.108
O (-1.160, 2.875, 0.398)  0.146
O (-2.091, 0.613, -1.059)  0.150
O (0.495, 1.858, -0.760)  0.066
H (-1.310, 3.530, -0.236)  0.104
C (-0.951, -0.948, 0.487)  -0.123

=====

Molecular formula: C5H6O4Pb
Method: DFT, wB97M-V/def2-TZVPD

Its total charge is +2. The gap between HOMO and LUMO (spin up / spin down) is 6.14 / 6.13 eV. The value obtained for the HOMO energy (spin up / spin down) is -17.09 / -17.09 eV.

Last column: Löwdin charge in e.
Atoms and positions in Å:
H (-1.483, 1.318, 4.559)  0.102
Pb (-1.537, -0.684, -1.540)  1.700
C (-0.425, -0.786, 0.779)  -0.359
C (1.119, 0.912, -1.340)  -0.044
H (2.149, 1.266, -1.216)  0.172
C (-0.009, 1.857, -1.580)  -0.040
H (0.179, 2.940, -1.559)  0.181
C (-1.421, 1.293, 3.472)  0.130
C (-0.857, 0.247, 2.891)  -0.122
O (-1.154, 1.392, -1.611)  -0.158
H (-0.366, -0.583, 3.392)  0.137
O (0.792, -0.260, -1.005)  -0.138
O (-0.135, -1.853, 1.436)  0.180
O (-0.844, 0.207, 1.488)  -0.004
H (-1.846, 2.113, 2.892)  0.095
H (0.347, -2.500, 0.901)  0.166

=====

Molecular formula: C5H6O5Sc
Method: DFT, wB97M-V/def2-TZVPD

Its total charge is +1. The gap between HOMO and LUMO (spin up / spin down) is 5.82 / 4.47 eV. The value obtained for the HOMO energy (spin up / spin down) is -12.04 / -10.69 eV.

Last column: Löwdin charge in e.
Atoms and positions in Å:
C (-0.221, -2.612, 0.107)  -0.137
C (-0.527, 2.433, -1.485)  -0.143
H (-2.786, -0.625, 0.780)  0.051
H (-1.126, -2.328, -0.449)  0.138
H (-2.365, -0.397, 2.494)  0.054
C (-0.495, -0.335, 1.334)  -0.411
Sc (1.274, -0.124, -0.495)  1.432
C (0.953, -2.898, -0.832)  -0.276
C (-1.988, -0.365, 1.472)  0.091
O (1.361, -1.757, -1.511)  -0.261
H (1.784, -3.323, -0.230)  0.137
O (0.229, 1.534, -1.595)  0.090
O (-0.957, 3.312, -0.653)  0.197
O (0.463, 0.544, 1.243)  -0.113
O (0.177, -1.492, 0.895)  -0.144
H (0.629, -3.705, -1.518)  0.142
H (-0.439, -3.456, 0.776)  0.152

=====

Molecular formula: C5H6OS
Method: DFT, wB97M-V/def2-TZVPD

The SMILES is S=CC1=CCCO1. Its total charge is 0. The gap between HOMO and LUMO is 7.83 eV. The value obtained for the HOMO energy is -8.54 eV.

Last column: Löwdin charge in e.
Atoms and positions in Å:
H (-2.124, 0.265, 0.804)  0.109
H (-1.131, -2.006, -0.768)  0.127
O (0.585, -1.095, -0.062)  -0.104
C (-0.309, 1.039, -0.014)  -0.008
C (-0.822, -1.284, 0.012)  -0.141
C (0.811, 0.275, -0.055)  -0.401
H (-1.007, -1.744, 1.020)  0.131
C (-1.453, 0.144, -0.029)  -0.155
S (3.370, -0.431, -0.020)  0.736
C (2.163, 0.665, 0.017)  -0.580
H (-0.383, 2.130, -0.017)  0.129
H (-1.993, 0.341, -0.949)  0.114
H (2.295, 1.700, 0.062)  0.043

=====

Molecular formula: C5H6OS
Method: DFT, wB97M-V/def2-TZVPD

Its total charge is 0. The gap between HOMO and LUMO is 8.34 eV. The value obtained for the HOMO energy is -8.39 eV.

Last column: Löwdin charge in e.
Atoms and positions in Å:
C (0.023, -0.518, 1.065)  -0.123
H (1.101, -0.955, 1.076)  0.141
H (0.612, 1.935, 0.664)  0.200
O (0.405, -0.919, -1.128)  -0.055
C (-0.608, -0.980, -0.194)  -0.313
H (-0.472, -0.735, 2.210)  0.201
C (0.888, 0.325, -0.877)  -0.226
C (0.174, 0.848, 0.370)  -0.242
S (-2.392, 1.468, -0.707)  0.705
C (-1.204, 0.481, -0.205)  -0.695
H (-1.238, -1.808, -0.022)  0.143
H (0.853, 0.763, -1.840)  0.135
H (1.860, 0.095, -0.413)  0.129

=====

Molecular formula: C5H6OS
Method: DFT, wB97M-V/def2-TZVPD

The SMILES is C/C=C\C(=O)C=S. Its total charge is 0. The gap between HOMO and LUMO is 7.47 eV. The value obtained for the HOMO energy is -8.93 eV.

Last column: Löwdin charge in e.
Atoms and positions in Å:
C (-0.112, -0.984, -0.708)  -0.540
H (-0.156, 3.065, -0.169)  0.118
H (0.759, -2.744, -1.970)  0.120
C (-0.667, 2.018, 0.218)  -0.144
H (0.904, -1.101, 1.147)  0.072
H (-1.380, 1.724, -0.713)  0.115
O (-0.501, -0.471, -1.717)  0.088
S (0.735, -3.439, 0.450)  0.680
C (0.191, 0.974, 0.819)  -0.135
C (0.476, -2.403, -0.840)  -0.514
C (0.337, -0.362, 0.465)  -0.117
H (0.680, 1.148, 1.866)  0.134
H (-1.265, 2.573, 1.152)  0.124

=====

| no. | calculated total energy (Eh) |
| --- | --- |
| 1 | -419.8037 |
| 2 | -419.7793 |
| 3 | -419.6152 |
| 4 | -495.0804 |
| 5 | -494.9860 |
| 6 | -687.1504 |
| 7 | -1330.7039 |
| 8 | -667.4852 |
| 9 | -667.3815 |
| 10 | -667.4215 |